No. 1
Below is a cluster of 5 separate species, C38H45F11N2O13 in total, with properties calculated with ωB97M-V with the def2-TZVPD basis set.

Orbital gap (eV): 9.00
Highest occupied orbital energy (eV): -8.56
E_LUMO (eV): 0.44
Structure (SMILES): CC[C@H](F)[C@](C#N)(C(F)(F)c1cccc(C(F)(F)F)c1)[C@](C#N)(CCF)CCCCCCCCOC.O=C1OC[C@@H](F)O1.O=C1OC[C@@H](F)O1.O=C1OC[C@@H](F)O1.O=C1OC[C@@H](F)O1
Spin multiplicity: 1

Positions of all 109 atoms, in Å:
F 0.17 2.91 -1.39
F 5.10 -0.03 -1.45
F 6.96 -5.03 1.56
F 0.03 1.64 -8.33
F -0.49 -0.44 -8.76
F 3.22 1.68 -4.85
F 3.18 0.15 -3.34
F -7.20 1.27 -3.41
F 2.75 3.00 3.03
F -1.89 0.87 -7.79
F -3.67 -3.07 9.60
O 1.52 1.20 3.60
O 4.73 -5.16 1.91
O -1.72 -2.80 3.69
O -3.86 -2.32 7.48
O 4.14 -3.06 1.36
O 2.61 -4.45 2.25
O -4.04 -0.05 -3.81
O -3.41 -0.25 -1.66
O -4.85 -1.69 5.55
O -5.38 0.72 -2.19
O 0.36 2.05 5.31
O -6.03 -1.74 7.48
O 0.21 -0.15 4.85
N 2.53 4.51 -4.19
N 2.63 4.86 -0.74
C -2.37 -0.59 2.79
C 2.96 2.35 -1.58
C -1.05 -0.41 0.59
C 0.51 2.27 -2.58
C -0.76 -0.89 -5.92
C 2.49 1.51 -0.38
C 5.75 -4.66 1.07
C -4.23 -2.10 8.83
C -5.73 -2.22 8.79
C -0.57 0.55 -7.88
C -1.78 2.43 -3.65
C 0.65 0.93 4.61
C 3.71 -4.24 1.88
C -0.10 0.14 -6.51
C -4.91 -1.90 6.72
C -4.20 0.10 -2.47
C 1.19 3.10 4.81
C 1.52 -0.63 0.61
C -1.04 -3.12 4.89
C -5.26 0.38 -4.44
C 1.30 0.45 -4.63
C 2.32 3.52 -3.58
C 0.66 -0.61 -4.06
C -0.36 -1.27 -4.68
C 2.01 0.10 -0.67
C 1.52 2.61 3.42
C 2.03 2.24 -2.86
C 2.81 3.76 -1.11
C -5.84 1.30 -3.40
C 0.17 -1.31 0.31
C -2.59 -1.68 3.85
C -0.33 2.99 -3.64
C 0.91 0.80 -5.89
C -2.18 -1.14 1.36
C 2.43 1.12 -3.89
C 5.34 1.29 -1.13
C 4.50 2.29 -1.91
C 5.55 -3.17 1.16
H -3.13 -1.04 0.84
H 1.66 2.02 0.11
H -5.89 -0.49 -4.62
H 2.08 3.20 5.43
H -0.33 4.05 -3.42
H -3.23 0.09 2.78
H 5.28 1.41 -0.05
H 2.79 -0.54 -1.10
H -1.58 -1.38 -6.42
H -5.05 0.88 -5.38
H 0.06 2.86 -4.65
H -1.95 1.68 -2.88
H 0.09 -2.17 0.98
H 6.38 1.50 -1.38
H -0.19 -2.47 5.07
H -1.44 0.06 -0.30
H 4.69 2.08 -2.96
H -6.06 -3.26 8.88
H -1.53 0.01 3.12
H 2.21 -1.41 0.93
H -1.72 -3.10 5.75
H -0.69 -4.15 4.79
H -3.86 -1.13 9.16
H 5.86 -2.64 0.26
H 1.38 0.14 1.37
H 6.07 -2.73 2.02
H -1.96 1.96 -4.62
H 1.18 0.04 -1.37
H 0.15 -1.73 -0.71
H -2.35 -1.23 4.81
H -3.62 -1.99 3.80
H -6.22 -1.63 9.55
H 3.23 1.43 0.42
H 0.79 2.88 2.66
H 0.07 1.28 -2.49
H 4.98 3.25 -1.75
H 1.42 1.62 -6.38
H 5.63 -5.07 0.06
H -0.70 0.40 1.24
H -2.46 3.28 -3.59
H -0.83 -2.09 -4.16
H 0.95 -0.94 -3.08
H -5.50 2.33 -3.46
H 0.66 4.05 4.80
H -1.95 -2.20 1.37

No. 2
Below is a structure of composition C38H46BCsN14, with properties calculated with ωB97M-V with the def2-TZVPD basis set.

Orbital gap (alpha / beta) (eV): 2.99 / 6.04
ΔE to the lowest compared entry with this formula, charge and spin (eV): 0.337
Net charge: -1
Highest occupied orbital energy (alpha / beta) (eV): -1.06 / -4.13
E_LUMO (alpha / beta) (eV): 1.93 / 1.91
Spin multiplicity: 2

Positions of all 100 atoms, in Å:
Cs -0.79 0.61 0.61
N 2.31 -0.41 -0.55
N 2.72 -3.08 -4.48
N -1.13 3.73 0.71
N 0.92 -1.01 -3.34
N -0.02 -2.40 -0.48
N 2.64 -1.25 -1.53
N 2.42 -3.07 -3.18
N 0.80 -0.08 2.88
N -0.65 2.40 3.52
N -5.34 0.75 -2.18
N 0.53 -2.76 -1.65
N -0.13 -0.33 -2.88
N -2.46 0.11 3.77
N -3.93 -0.05 -0.34
C 3.48 -4.14 -4.71
C -0.47 0.54 -3.81
C 3.42 0.14 -0.10
C -5.32 0.08 -3.46
C 1.12 -1.36 3.01
C 2.12 -1.00 5.14
C -1.19 -0.31 5.75
C -1.57 -1.64 5.74
C 1.25 -0.58 -4.57
C 0.51 5.19 1.72
C -1.61 1.48 -3.59
C -1.64 0.54 4.75
C 3.97 -1.23 -1.73
C -2.82 -1.16 3.77
C 1.12 0.77 3.87
C -0.66 4.10 -0.55
C -2.42 -2.08 4.72
C 0.88 5.77 0.54
C -0.19 -3.75 -2.21
C 3.45 1.12 1.03
C 4.01 -4.46 -6.07
C 0.72 3.76 -1.03
C -1.08 -3.16 -0.29
C 4.52 -0.34 -0.83
C 0.38 0.42 -4.92
C -4.56 0.34 -1.22
C -1.01 3.75 3.11
C 3.70 -4.84 -3.51
C -0.48 4.17 1.77
C -5.94 2.06 -2.11
C -1.34 2.01 4.73
C 0.41 5.20 -0.71
C 3.01 -4.12 -2.57
C 1.78 -1.88 4.11
C -1.24 -4.05 -1.38
C -1.97 -3.03 0.89
C 1.79 0.34 5.01
C 0.79 2.21 3.65
B 1.63 -2.01 -2.41
H 0.09 -4.18 -3.16
H 2.90 2.02 0.77
H -2.85 -2.44 0.64
H -2.76 -3.10 4.67
H 4.47 1.39 1.27
H 0.86 -1.98 2.17
H -1.25 2.51 -3.58
H 3.20 -4.69 -6.75
H 2.05 1.04 5.79
H -6.99 1.99 -2.39
H 4.55 -3.61 -6.48
H 4.29 -5.73 -3.37
H -4.85 0.71 -4.23
H -0.69 4.49 3.87
H -5.86 2.44 -1.10
H -2.36 1.39 -4.38
H 0.85 5.61 2.66
H 2.89 -4.27 -1.51
H -2.29 2.53 4.76
H 2.97 0.68 1.90
H -1.44 -2.52 1.69
H -2.10 3.78 3.04
H -3.49 -1.44 2.97
H 1.45 6.69 0.52
H -0.76 2.28 5.63
H -4.75 -0.84 -3.38
H -2.00 -4.79 -1.52
H -1.23 -2.32 6.51
H 2.64 -1.36 6.02
H -5.44 2.76 -2.79
H 0.35 0.98 -5.83
H -2.30 -4.01 1.24
H 1.25 2.56 2.72
H -6.34 -0.15 -3.77
H 4.68 -5.32 -6.01
H 1.20 2.81 4.48
H 2.02 -2.93 4.16
H 4.46 -1.82 -2.48
H 1.36 3.23 -0.35
H 5.56 -0.08 -0.71
H 2.06 -1.03 -5.11
H -1.45 4.08 -1.30
H -0.53 0.07 6.53
H 0.85 3.47 -2.07
H 0.32 5.88 -1.55
H -2.06 1.26 -2.62

No. 3
Below is a structure of composition C38H46BrCl2N8O4PSTa, with properties calculated with ωB97M-V with the def2-TZVPD basis set.

Orbital gap (eV): 6.26
ΔE to the lowest compared entry with this formula, charge and spin (eV): 4.721
Net charge: +3
Highest occupied orbital energy (eV): -15.29
E_LUMO (eV): -9.04
Spin multiplicity: 1

Positions of all 102 atoms, in Å:
Ta 0.03 0.41 0.05
Br 2.27 0.71 -0.91
Cl 6.90 -1.63 0.01
Cl 6.17 -4.12 -1.74
S -4.65 1.46 2.50
P -1.41 -1.14 -2.73
O -2.06 0.01 1.59
O 0.15 -4.63 -0.79
O -0.83 -0.27 -1.50
O 0.79 -2.71 2.90
N -0.86 2.19 0.78
N -2.92 -1.54 -2.28
N -0.40 -2.40 -2.81
N -1.42 -0.24 -4.06
N -1.09 -1.79 0.83
N 1.37 -3.00 0.14
N 1.64 -1.82 0.93
N 1.16 0.59 2.19
C -2.08 -1.34 1.57
C -0.35 -0.14 -5.08
C -1.49 3.12 1.51
C 3.64 -3.81 -0.96
C 4.95 -3.31 -0.86
C 2.32 -0.36 4.08
C 3.05 -1.99 0.53
C 2.73 -3.10 -0.23
C -3.00 -2.14 2.23
C -2.29 5.47 1.79
C 4.31 -1.48 0.66
C -1.01 4.67 -0.25
C 5.28 -2.19 -0.08
C -1.95 1.59 -5.49
C -2.88 -3.50 2.06
C -5.07 -0.54 -2.13
C -2.47 0.79 -4.30
C 0.41 -3.90 -4.46
C -6.15 1.38 1.50
C 1.62 -3.34 -3.71
C 1.07 -2.18 -2.86
C -0.36 3.69 -0.98
C -0.33 2.43 -0.41
C -3.79 -2.30 -3.23
C -1.04 0.60 -6.22
C 1.32 -1.81 2.31
C 2.59 0.91 4.57
C -3.77 -0.74 -1.36
C -5.22 -1.86 -2.89
C -0.74 -3.68 -3.49
C -1.86 -4.01 1.26
C -1.60 4.40 1.01
C 2.15 2.01 3.85
C 0.20 -3.67 -0.07
C 1.44 1.81 2.68
C 1.62 -0.47 2.89
C -0.97 -3.12 0.69
C -5.34 1.25 4.15
H -3.28 0.19 -1.08
H -1.73 -5.07 1.10
H -2.53 6.33 1.17
H -2.63 1.41 -3.42
H 0.24 -3.35 -5.39
H 2.64 -1.26 4.59
H -3.21 5.10 2.24
H -6.00 2.09 4.37
H -3.66 -3.37 -3.08
H -1.07 5.68 -0.64
H -5.70 -2.61 -2.25
H -3.77 -1.69 2.85
H -0.78 -4.47 -2.74
H -0.32 1.09 -6.88
H -1.37 2.45 -5.16
H 3.42 -4.69 -1.53
H -4.52 1.25 4.86
H -3.95 -1.33 -0.46
H -5.89 0.32 4.22
H -3.53 -2.06 -4.26
H 2.35 3.01 4.19
H 1.31 -1.21 -3.29
H -1.63 -0.10 -6.83
H 0.09 3.90 -1.94
H 3.15 1.03 5.49
H -5.91 -0.36 -1.46
H -1.65 5.82 2.60
H -2.76 1.95 -6.12
H 0.49 0.44 -4.70
H -1.90 2.82 2.47
H -3.41 0.29 -4.54
H 4.59 -0.63 1.26
H -4.99 0.30 -2.81
H -2.89 0.42 1.97
H 2.03 -4.11 -3.05
H 1.48 -2.21 -1.85
H -6.80 2.21 1.78
H 1.09 2.66 2.11
H 2.42 -3.01 -4.37
H -6.67 0.44 1.65
H -5.87 1.49 0.46
H 0.53 -4.95 -4.71
H -1.71 -3.63 -3.99
H -5.83 -1.76 -3.78
H -3.57 -4.17 2.55
H 0.00 -1.13 -5.36

No. 4
Below is a structure of composition C38H46Cl2N3O2W, with properties calculated with ωB97M-V with the def2-TZVPD basis set.

Orbital gap (alpha / beta) (eV): 6.38 / 7.30
ΔE to the lowest compared entry with this formula, charge and spin (eV): 3.914
Net charge: +1
Highest occupied orbital energy (alpha / beta) (eV): -10.14 / -11.10
E_LUMO (alpha / beta) (eV): -3.77 / -3.80
Spin multiplicity: 3

Positions of all 92 atoms, in Å:
W 11.21 -12.69 3.73
Cl 11.00 -14.68 4.86
Cl 19.57 -11.86 6.38
O 11.10 -10.97 2.43
O 13.02 -12.33 3.80
N 12.07 -10.60 0.48
N 14.32 -10.22 -0.97
N 8.80 -12.10 3.58
C 14.25 -11.40 -0.36
C 9.08 -10.26 6.73
C 16.50 -10.82 -1.78
C 14.53 -10.52 3.38
C 11.18 -10.23 1.43
C 18.66 -10.88 5.26
C 12.96 -11.74 0.49
C 13.88 -14.99 2.57
C 15.71 -10.16 2.76
C 15.19 -12.37 -0.52
C 8.55 -10.90 4.41
C 14.96 -14.47 3.51
C 9.83 -10.33 7.85
C 8.71 -15.62 -0.41
C 10.23 -14.28 1.09
C 8.21 -11.86 2.25
C 9.38 -16.08 -2.70
C 16.63 -11.22 2.38
C 14.29 -11.94 3.57
C 10.75 -14.77 -1.27
C 16.38 -12.04 -1.19
C 9.35 -11.08 5.64
C 8.03 -13.20 4.25
C 9.89 -14.88 -0.15
C 10.60 -13.76 2.11
C 10.32 -9.07 1.18
C 13.31 -8.26 3.15
C 16.45 -12.57 2.74
C 10.47 -11.88 5.62
C 10.89 -11.20 7.96
C 11.18 -11.99 6.86
C 14.65 -14.81 5.02
C 15.22 -12.96 3.20
C 10.56 -15.38 -2.54
C 15.44 -9.93 -1.63
C 13.92 -9.29 4.11
C 8.52 -16.22 -1.64
C 12.95 -9.56 5.33
H 11.55 -11.18 8.79
H 11.36 -15.20 -3.28
H 15.57 -8.91 -2.01
H 8.37 -12.68 1.55
H 15.96 -9.08 2.58
H 17.53 -10.98 1.82
H 12.38 -8.55 2.78
H 15.55 -14.67 5.62
H 15.80 -15.05 3.23
H 13.02 -8.67 5.86
H 13.97 -8.24 2.31
H 9.12 -16.46 -3.71
H 15.05 -13.29 0.02
H 13.73 -14.38 5.40
H 12.29 -9.91 -0.25
H 13.32 -11.99 1.53
H 14.08 -14.63 1.50
H 6.96 -13.13 4.05
H 7.45 -10.87 4.65
H 12.50 -12.62 0.10
H 8.94 -11.13 1.87
H 9.69 -9.57 8.61
H 14.83 -8.94 4.65
H 8.20 -9.52 6.66
H 12.91 -14.66 2.89
H 14.43 -15.89 4.99
H 13.81 -16.09 2.59
H 13.35 -10.44 5.85
H 8.04 -15.82 0.41
H 17.17 -12.78 -1.32
H 11.98 -9.90 4.99
H 8.47 -14.17 3.93
H 18.48 -9.84 5.58
H 11.73 -14.21 -1.16
H 10.61 -8.58 0.25
H 17.31 -13.27 2.76
H 11.88 -12.79 6.97
H 10.52 -8.33 2.01
H 8.77 -10.04 3.78
H 8.27 -13.16 5.27
H 17.49 -10.56 -2.21
H 13.25 -7.19 3.46
H 18.21 -11.30 4.38
H 7.73 -16.99 -1.78
H 9.30 -9.32 1.01
H 7.16 -11.57 2.33

Repeat the first record exactly.
Below is a cluster of 5 separate species, C38H45F11N2O13 in total, with properties calculated with ωB97M-V with the def2-TZVPD basis set.

Orbital gap (eV): 9.00
Highest occupied orbital energy (eV): -8.56
E_LUMO (eV): 0.44
Structure (SMILES): CC[C@H](F)[C@](C#N)(C(F)(F)c1cccc(C(F)(F)F)c1)[C@](C#N)(CCF)CCCCCCCCOC.O=C1OC[C@@H](F)O1.O=C1OC[C@@H](F)O1.O=C1OC[C@@H](F)O1.O=C1OC[C@@H](F)O1
Spin multiplicity: 1

Positions of all 109 atoms, in Å:
F 0.17 2.91 -1.39
F 5.10 -0.03 -1.45
F 6.96 -5.03 1.56
F 0.03 1.64 -8.33
F -0.49 -0.44 -8.76
F 3.22 1.68 -4.85
F 3.18 0.15 -3.34
F -7.20 1.27 -3.41
F 2.75 3.00 3.03
F -1.89 0.87 -7.79
F -3.67 -3.07 9.60
O 1.52 1.20 3.60
O 4.73 -5.16 1.91
O -1.72 -2.80 3.69
O -3.86 -2.32 7.48
O 4.14 -3.06 1.36
O 2.61 -4.45 2.25
O -4.04 -0.05 -3.81
O -3.41 -0.25 -1.66
O -4.85 -1.69 5.55
O -5.38 0.72 -2.19
O 0.36 2.05 5.31
O -6.03 -1.74 7.48
O 0.21 -0.15 4.85
N 2.53 4.51 -4.19
N 2.63 4.86 -0.74
C -2.37 -0.59 2.79
C 2.96 2.35 -1.58
C -1.05 -0.41 0.59
C 0.51 2.27 -2.58
C -0.76 -0.89 -5.92
C 2.49 1.51 -0.38
C 5.75 -4.66 1.07
C -4.23 -2.10 8.83
C -5.73 -2.22 8.79
C -0.57 0.55 -7.88
C -1.78 2.43 -3.65
C 0.65 0.93 4.61
C 3.71 -4.24 1.88
C -0.10 0.14 -6.51
C -4.91 -1.90 6.72
C -4.20 0.10 -2.47
C 1.19 3.10 4.81
C 1.52 -0.63 0.61
C -1.04 -3.12 4.89
C -5.26 0.38 -4.44
C 1.30 0.45 -4.63
C 2.32 3.52 -3.58
C 0.66 -0.61 -4.06
C -0.36 -1.27 -4.68
C 2.01 0.10 -0.67
C 1.52 2.61 3.42
C 2.03 2.24 -2.86
C 2.81 3.76 -1.11
C -5.84 1.30 -3.40
C 0.17 -1.31 0.31
C -2.59 -1.68 3.85
C -0.33 2.99 -3.64
C 0.91 0.80 -5.89
C -2.18 -1.14 1.36
C 2.43 1.12 -3.89
C 5.34 1.29 -1.13
C 4.50 2.29 -1.91
C 5.55 -3.17 1.16
H -3.13 -1.04 0.84
H 1.66 2.02 0.11
H -5.89 -0.49 -4.62
H 2.08 3.20 5.43
H -0.33 4.05 -3.42
H -3.23 0.09 2.78
H 5.28 1.41 -0.05
H 2.79 -0.54 -1.10
H -1.58 -1.38 -6.42
H -5.05 0.88 -5.38
H 0.06 2.86 -4.65
H -1.95 1.68 -2.88
H 0.09 -2.17 0.98
H 6.38 1.50 -1.38
H -0.19 -2.47 5.07
H -1.44 0.06 -0.30
H 4.69 2.08 -2.96
H -6.06 -3.26 8.88
H -1.53 0.01 3.12
H 2.21 -1.41 0.93
H -1.72 -3.10 5.75
H -0.69 -4.15 4.79
H -3.86 -1.13 9.16
H 5.86 -2.64 0.26
H 1.38 0.14 1.37
H 6.07 -2.73 2.02
H -1.96 1.96 -4.62
H 1.18 0.04 -1.37
H 0.15 -1.73 -0.71
H -2.35 -1.23 4.81
H -3.62 -1.99 3.80
H -6.22 -1.63 9.55
H 3.23 1.43 0.42
H 0.79 2.88 2.66
H 0.07 1.28 -2.49
H 4.98 3.25 -1.75
H 1.42 1.62 -6.38
H 5.63 -5.07 0.06
H -0.70 0.40 1.24
H -2.46 3.28 -3.59
H -0.83 -2.09 -4.16
H 0.95 -0.94 -3.08
H -5.50 2.33 -3.46
H 0.66 4.05 4.80
H -1.95 -2.20 1.37

Which of these has the highest spin multiplicity?
C38H46Cl2N3O2W

Which value of spin multiplicity does entry 1 give?
1

spin multiplicity of number 2 (C38H46BCsN14)?
2